[1]
Density functional theory data (wB97M-V/def2-TZVPD) for a structure of composition C33H77N9O11Pt in a non-equilibrium geometry.

CARTESIAN COORDINATES (ANGSTROEM)
Pt  -0.76346  -0.09514  0.16230
C  2.48538  1.80627  2.66916
C  1.00737  1.71298  2.67453
C  0.28604  3.00436  2.43903
O  0.31375  0.66728  1.93832
H  2.84741  2.61231  3.30741
H  2.75926  2.03951  1.64024
H  2.95946  0.86367  2.94278
H  0.83631  1.48353  3.72629
H  0.42352  3.27683  1.39264
H  0.84425  3.77895  2.96488
H  -0.76031  2.93778  2.73707
C  -2.01653  -1.60366  -3.80633
C  -2.39503  -2.03187  -2.33697
C  -1.96467  -3.41214  -1.99987
O  -2.01667  -0.97006  -1.46702
H  -0.95332  -1.44345  -3.98530
H  -2.49188  -0.67398  -4.11911
H  -2.46863  -2.31886  -4.49350
H  -3.48476  -2.02688  -2.31333
H  -2.08358  -4.04355  -2.88038
H  -2.38618  -3.90138  -1.12177
H  -0.91528  -3.42403  -1.70534
C  3.79413  6.36603  -0.48752
O  3.91364  6.35540  -1.75908
N  2.89423  5.65397  0.24207
C  2.91720  5.56049  1.72435
C  1.91044  4.85835  -0.41525
H  4.55897  6.91632  0.08206
H  3.60115  6.22496  2.25235
H  3.23131  4.55132  1.99082
H  1.91676  5.80953  2.07817
H  1.99744  3.86803  0.03173
H  0.99340  5.36879  -0.12097
H  1.99126  4.89912  -1.50149
C  0.51392  2.14524  -1.99128
O  0.14107  1.35322  -1.12182
N  -0.17643  2.45483  -3.13291
C  0.18524  3.56548  -3.94395
C  -1.58593  2.09311  -3.31276
H  1.45873  2.70766  -1.93443
H  -0.57421  4.34537  -3.99993
H  0.18582  3.03352  -4.89532
H  1.23899  3.83901  -3.89028
H  -1.77995  1.97387  -4.37871
H  -1.58394  1.05887  -2.96864
H  -2.40374  2.63872  -2.84201
C  1.44999  -4.70450  5.29795
O  0.63374  -5.27970  4.54065
N  1.55693  -3.39044  5.53755
C  2.33712  -2.86232  6.61801
C  0.85437  -2.38912  4.71188
H  2.07186  -5.23467  6.03578
H  1.71937  -2.11504  7.11606
H  3.16611  -2.25000  6.26315
H  2.74179  -3.56937  7.34219
H  0.24947  -1.66292  5.25486
H  1.66309  -1.87389  4.19361
H  0.28094  -2.88291  3.92737
C  -2.73204  -1.94531  2.50505
O  -2.23969  -1.14400  1.62641
N  -2.34506  -3.23864  2.65970
C  -2.35882  -3.94557  3.94463
C  -1.38183  -3.80930  1.81694
H  -3.48640  -1.63538  3.24471
H  -2.46502  -5.02595  3.84674
H  -3.27971  -3.80709  4.51108
H  -1.53747  -3.73132  4.62843
H  -1.16115  -3.30999  0.87349
H  -0.40838  -4.00512  2.26657
H  -1.76163  -4.82312  1.69035
C  6.06751  0.57536  -2.45524
O  6.72149  1.42796  -3.02237
N  5.07117  0.90960  -1.57728
C  4.23535  -0.17811  -0.95357
C  4.65882  2.32415  -1.34677
H  6.25190  -0.50936  -2.49509
H  3.18591  0.06846  -0.79241
H  4.60809  -0.25199  0.06805
H  4.31259  -1.18267  -1.36948
H  3.67695  2.48007  -1.79367
H  4.73569  2.64227  -0.30706
H  5.26156  3.09828  -1.82166
C  -5.59398  -0.58025  1.08069
O  -5.53468  -0.50272  2.31880
N  -6.69106  -0.20208  0.41271
C  -6.67275  -0.26601  -1.08172
C  -7.98666  0.06383  1.05943
H  -4.72216  -0.76800  0.43505
H  -6.80999  0.73942  -1.47970
H  -7.33168  -0.98615  -1.56681
H  -5.68849  -0.56259  -1.44420
H  -8.24694  1.12146  1.01744
H  -8.73857  -0.57386  0.59458
H  -8.06716  0.00027  2.14459
C  1.52295  -2.69380  -3.34685
O  1.48045  -3.90539  -3.20771
N  2.09754  -2.09751  -4.45165
C  2.48012  -0.70798  -4.26611
C  2.32088  -2.75508  -5.78627
H  1.13086  -1.98484  -2.60130
H  2.32986  -0.24348  -3.29156
H  1.95928  -0.09217  -4.99932
H  3.55011  -0.58366  -4.43281
H  2.00434  -2.24038  -6.69345
H  3.39804  -2.91686  -5.82687
H  1.95722  -3.78263  -5.78532
C  -3.34592  1.72373  -0.40961
O  -2.40305  1.45375  0.34714
N  -3.78616  2.99267  -0.59652
C  -5.07726  3.12892  -1.31383
C  -3.28522  4.12465  0.19680
H  -3.88297  1.01703  -1.06104
H  -4.94845  4.10510  -1.78135
H  -5.91418  3.23550  -0.62369
H  -5.24354  2.41260  -2.11841
H  -2.24298  3.98195  0.48227
H  -3.25267  5.07636  -0.33356
H  -3.92308  4.09221  1.08008
C  1.66668  -2.05994  0.94762
O  0.83628  -1.70591  0.07020
N  2.41223  -3.18507  0.93048
C  2.23136  -4.35647  0.04294
C  3.60599  -3.20316  1.78776
H  2.02745  -1.29373  1.65115
H  3.05961  -4.28825  -0.66236
H  1.36174  -4.17348  -0.58821
H  2.16768  -5.34106  0.50623
H  3.54672  -3.86269  2.65356
H  4.39863  -3.73519  1.26167
H  4.08706  -2.26711  2.07148

- energy above the lowest of the compared OMol25 structures with the same formula, charge and spin (kJ/mol) = 354.5
- spin multiplicity = 3
- Kohn-Sham gap (spin up / spin down) (eV) = 6.5 / 6.8

***

[2]
Density functional theory data (wB97M-V/def2-TZVPD) for a cluster of 5 separate species, C33H77NO19P4 in total in a non-equilibrium geometry.

CARTESIAN COORDINATES (ANGSTROEM)
C  4.74747  -0.82415  3.17516
C  3.54827  -0.81858  2.19092
N  3.49393  0.39810  1.32754
C  2.08438  0.61554  0.94701
C  1.30274  1.24680  2.11337
C  -0.03113  0.57231  2.45627
O  0.02173  -0.85497  2.43618
C  -0.55198  -1.45675  1.34779
C  -1.97280  -1.16973  0.91850
O  0.08788  -2.28330  0.74553
C  4.26358  0.11097  0.17204
C  5.77572  0.02877  0.30429
O  3.76946  -0.07338  -0.91897
H  4.42123  -1.08203  4.17893
H  5.25997  0.13335  3.15333
H  5.45038  -1.58285  2.83408
H  2.63205  -0.96598  2.75412
H  3.63937  -1.68054  1.52069
H  1.67350  -0.32774  0.58404
H  2.07717  1.31880  0.11807
H  1.05885  2.27044  1.82003
H  1.94731  1.34758  2.98636
H  -0.81360  1.00483  1.83602
H  -0.27590  0.85515  3.48218
H  -2.71431  -1.78886  1.41936
H  -2.03425  -1.38018  -0.14437
H  -2.28704  -0.13548  1.04651
H  6.24903  0.34401  -0.61644
H  6.02048  -1.01665  0.49840
H  6.10322  0.62846  1.14892
O  -5.50216  -0.28626  -0.86981
P  -6.91219  -0.77651  -0.67102
O  -6.52870  -2.37990  -0.91377
C  -5.85419  -3.09140  0.12006
C  -6.76544  -3.39522  1.29681
O  -7.46889  -0.36122  -2.16101
C  -6.89009  0.68462  -2.93935
C  -5.92596  0.11363  -3.95807
O  -8.42535  -1.27797  -0.25063
C  -9.50361  -1.55757  -1.15486
C  -9.27071  -2.78311  -2.00686
H  -4.97645  -2.52491  0.44777
H  -5.49936  -4.02286  -0.32132
H  -7.06666  -2.47713  1.80922
H  -6.25905  -4.03651  2.01966
H  -7.67656  -3.88933  0.96147
H  -6.41148  1.43174  -2.30839
H  -7.71221  1.18495  -3.45700
H  -5.14428  -0.47532  -3.47825
H  -5.45710  0.90972  -4.53824
H  -6.45224  -0.55391  -4.64253
H  -9.74255  -0.68398  -1.75722
H  -10.37556  -1.73128  -0.52012
H  -8.44920  -2.64283  -2.70694
H  -10.16886  -3.00934  -2.58445
H  -9.02513  -3.64561  -1.38836
O  8.82250  1.17678  1.57735
P  9.85321  2.19435  1.23345
O  11.25180  1.55840  1.81068
C  11.80433  0.41439  1.15543
C  12.41046  0.76357  -0.19233
O  9.53039  3.30237  2.39504
C  8.31659  3.27382  3.14824
C  8.54440  2.59728  4.48429
O  10.55136  3.30408  0.27285
C  10.97319  4.61327  0.67955
C  12.15102  4.60026  1.62574
H  11.03591  -0.35639  1.04545
H  12.57603  0.01896  1.81552
H  11.64065  1.08307  -0.89933
H  12.92423  -0.09944  -0.61751
H  13.11889  1.58599  -0.09551
H  7.51292  2.79939  2.58753
H  8.01717  4.31099  3.31503
H  8.93726  1.58789  4.35704
H  7.61541  2.54138  5.05530
H  9.28011  3.15315  5.06785
H  10.13786  5.18319  1.08001
H  11.26857  5.12030  -0.24144
H  11.89423  4.16172  2.58792
H  12.49357  5.62133  1.80087
H  12.97427  4.01800  1.21063
O  5.77127  6.10201  3.45687
P  4.30136  6.21966  3.25344
O  3.95077  7.73746  3.76870
C  4.40358  8.84640  2.98793
C  3.61359  9.00068  1.70041
O  3.77552  5.34646  4.53647
C  4.63029  4.47369  5.27404
C  5.13951  5.16000  6.52375
O  2.91121  5.98767  2.44306
C  1.68383  5.50863  3.00786
C  1.03577  6.48617  3.96048
H  5.47116  8.73828  2.77564
H  4.27860  9.73506  3.60611
H  3.79054  8.15852  1.02656
H  3.90009  9.91614  1.18150
H  2.54359  9.02897  1.90507
H  5.44831  4.10508  4.65694
H  4.02794  3.60593  5.55434
H  5.66452  6.08449  6.28225
H  5.81722  4.50746  7.07670
H  4.30519  5.42839  7.17380
H  1.82202  4.53001  3.46294
H  1.01643  5.35278  2.15748
H  1.63003  6.63116  4.86040
H  0.05508  6.11307  4.26014
H  0.91333  7.46174  3.48927
O  -9.02828  -6.26939  -3.99187
P  -9.69369  -6.98483  -5.11430
O  -8.69249  -8.24592  -5.43057
C  -8.60350  -9.30520  -4.47473
C  -9.84808  -10.17514  -4.46639
O  -9.29825  -5.98350  -6.34991
C  -8.80479  -4.66090  -6.13865
C  -7.29383  -4.63636  -6.23100
O  -10.97636  -7.57840  -5.91852
C  -11.22788  -7.42527  -7.32194
C  -10.25380  -8.18121  -8.19522
H  -8.41470  -8.89126  -3.48000
H  -7.73671  -9.90428  -4.75259
H  -10.71670  -9.61629  -4.10886
H  -9.70868  -11.03856  -3.81482
H  -10.08213  -10.52374  -5.47202
H  -9.15457  -4.25340  -5.19157
H  -9.22841  -4.03693  -6.92966
H  -6.84185  -5.32427  -5.51636
H  -6.90899  -3.63303  -6.04099
H  -6.97111  -4.95198  -7.22449
H  -11.28402  -6.37357  -7.59367
H  -12.22934  -7.83035  -7.48149
H  -9.24614  -7.77671  -8.12443
H  -10.56973  -8.11952  -9.23782
H  -10.20582  -9.23038  -7.90244

- Kohn-Sham gap (eV) = 7.7

***

[3]
Density functional theory data (wB97M-V/def2-TZVPD) for a cluster of 13 separate species, C33H78F14N13O31S14 in total in a non-equilibrium geometry.

CARTESIAN COORDINATES (ANGSTROEM)
C  2.08135  4.64742  -2.08379
C  2.72127  3.33567  -1.60719
O  2.31728  2.20002  -1.94350
N  3.89845  3.52795  -0.71071
H  4.70914  3.78097  -1.25739
H  3.76745  4.34184  -0.12717
C  4.24066  2.36931  0.14805
H  2.45444  5.48601  -1.49584
H  0.99470  4.56239  -2.07699
H  2.36993  4.94685  -3.09135
H  3.42943  2.25349  0.86679
H  5.05835  2.69522  0.79089
H  4.44841  1.48032  -0.44746
C  -1.81151  3.32064  -5.88394
C  -0.59573  2.56543  -5.41440
O  -0.16677  2.74737  -4.24329
N  -0.02422  1.49212  -6.29126
H  -0.63198  0.69047  -6.20136
H  -0.08421  1.80214  -7.25063
C  1.33798  0.92176  -5.85788
H  -1.99163  4.19241  -5.25492
H  -2.76589  2.79702  -5.93970
H  -1.62916  3.72314  -6.88035
H  2.08185  1.71840  -5.86901
H  1.53528  0.15185  -6.60381
H  1.21992  0.53448  -4.84588
C  -1.78049  4.23590  3.60369
C  -1.13378  2.83219  3.86670
O  -1.26045  1.85781  3.07270
N  -0.33648  2.70418  5.15635
H  -0.83634  3.24217  5.84976
H  -0.39565  1.78551  5.57187
C  1.13164  3.06063  4.94975
H  -2.59552  4.35073  4.31829
H  -2.25071  4.29899  2.62235
H  -0.95223  4.92431  3.77151
H  1.67049  2.76462  5.84981
H  1.29110  4.13775  4.89971
H  1.56154  2.70071  4.01502
C  9.04299  -5.07806  3.64308
C  8.22588  -4.44121  2.57373
C  7.54908  -5.47396  1.70639
N  6.47402  -4.80608  0.81719
C  7.14998  -3.71663  -0.07809
C  5.73414  -5.82217  -0.07677
C  4.38002  -5.20202  -0.32891
C  4.06245  -4.46824  0.99159
C  5.38461  -4.22787  1.71181
H  9.38014  -4.25029  4.26696
H  9.83221  -5.74307  3.29238
H  8.31967  -5.66068  4.21356
H  8.87007  -3.94215  1.84982
H  7.58290  -3.68959  3.03171
H  7.15798  -6.26882  2.34148
H  8.28340  -5.77939  0.96101
H  7.70289  -2.99654  0.52514
H  6.36740  -3.27080  -0.69201
H  7.93841  -4.19204  -0.66157
H  6.35627  -6.02890  -0.94758
H  5.67203  -6.77510  0.44875
H  4.48948  -4.50580  -1.16040
H  3.61569  -5.94328  -0.56225
H  3.36995  -3.63645  0.86247
H  3.70485  -5.23831  1.67513
H  5.61464  -3.18973  1.95150
H  5.50559  -4.80254  2.63008
C  -5.15565  -4.82652  -3.66640
C  -4.91281  -4.21917  -2.28267
C  -4.24430  -5.21140  -1.38187
N  -4.26391  -4.80569  0.16028
C  -5.67791  -4.79724  0.72026
C  -3.51700  -3.51865  0.50882
C  -2.82207  -3.63557  1.92293
C  -3.13897  -5.06760  2.37728
C  -3.40532  -5.74586  1.03767
H  -5.58424  -3.98638  -4.21283
H  -5.67932  -5.78248  -3.66559
H  -4.20210  -5.20915  -4.03033
H  -5.84983  -3.85344  -1.86276
H  -4.23635  -3.36797  -2.20545
H  -3.24024  -5.54546  -1.64336
H  -4.78755  -6.15211  -1.29217
H  -6.18065  -3.93070  0.29077
H  -5.60623  -4.73006  1.80582
H  -6.26777  -5.65620  0.40031
H  -4.24261  -2.72035  0.35296
H  -2.71823  -3.40030  -0.22333
H  -3.15070  -2.95110  2.70498
H  -1.75729  -3.46692  1.76194
H  -3.92527  -5.17998  3.12372
H  -2.27771  -5.51510  2.87336
H  -4.02123  -6.63230  1.18921
H  -2.45392  -5.95171  0.54719
C  0.65269  -1.06030  0.54828
C  -0.03252  -0.20652  -0.55184
C  -1.41104  0.27591  0.03372
N  -2.06580  1.42745  -0.73767
C  -2.31658  0.92668  -2.24692
C  -1.26199  2.74409  -0.71647
C  -2.26980  3.81110  -0.93030
C  -3.64565  3.14896  -0.55726
C  -3.41845  1.72420  -0.05957
H  1.72029  -1.18707  0.36871
H  0.27451  -2.07615  0.66286
H  0.58907  -0.51406  1.48938
H  -0.32323  -0.87087  -1.36562
H  0.48802  0.58333  -1.09341
H  -1.30670  0.48987  1.09741
H  -2.11014  -0.56033  0.04241
H  -2.90297  1.67169  -2.78470
H  -2.77460  -0.06189  -2.21468
H  -1.41704  0.77516  -2.84356
H  -0.45326  2.69298  -1.44548
H  -0.85723  2.73874  0.29557
H  -2.26552  3.99660  -2.00439
H  -2.06962  4.70067  -0.33305
H  -4.35493  3.22751  -1.38119
H  -4.06142  3.74615  0.25428
H  -4.21795  1.06035  -0.38851
H  -3.26996  1.71843  1.02025
N  5.76917  1.13761  2.75208
S  4.77830  0.04345  2.79449
O  4.77273  -0.79831  4.01532
O  4.31967  -0.52378  1.51136
F  3.48668  1.01227  3.06355
S  6.98150  0.22636  2.03846
O  7.08434  0.31584  0.56377
O  7.34815  -0.97745  2.76491
F  8.21318  1.15726  2.49491
N  -7.38957  0.21819  -1.40924
S  -6.64912  -0.88831  -2.02486
O  -5.25914  -0.99316  -1.65309
O  -7.09935  -1.49681  -3.27583
F  -7.18043  -2.01489  -1.06430
S  -6.96359  1.35631  -2.59875
O  -7.99731  1.59465  -3.60973
O  -5.56871  1.47810  -2.99684
F  -7.07315  2.66569  -1.72955
N  -6.30530  -0.18789  3.10379
S  -4.74976  0.33938  3.58461
O  -3.67776  -0.27877  2.82168
O  -4.59191  0.68429  4.99604
F  -4.86352  1.78429  2.82912
S  -6.31129  -1.33764  4.03163
O  -6.44463  -1.15521  5.45812
O  -5.46357  -2.40328  3.58941
F  -7.82354  -1.82979  3.56728
N  -1.45554  -0.71493  -5.61505
S  -3.24252  -0.83140  -5.66009
O  -4.00660  -0.71826  -4.37193
O  -3.72111  -1.76174  -6.64557
F  -3.56101  0.52524  -6.38223
S  -1.41714  -2.04747  -4.90807
O  -1.51642  -3.27230  -5.67567
O  -1.69471  -2.19735  -3.48461
F  0.20178  -2.00501  -4.72836
N  3.08571  5.40599  0.88845
S  1.55035  5.72833  1.50776
O  0.57423  6.03999  0.53658
O  1.43327  6.11493  2.88390
F  1.16876  4.19646  1.64669
S  3.52903  6.87801  0.90176
O  3.98947  7.46125  2.14239
O  2.79077  7.71618  -0.04168
F  4.89012  6.52841  0.09416
N  0.45441  7.82802  -4.38725
S  -0.77935  7.49776  -5.43050
O  -2.11111  7.97577  -5.09380
O  -0.71513  6.24329  -6.09593
F  -0.25220  8.48627  -6.58804
S  -0.27969  7.26226  -3.19925
O  -0.67422  5.84639  -3.18300
O  -1.13752  8.15774  -2.47514
F  1.08410  7.26124  -2.27640
N  0.15428  0.30409  6.50633
S  1.33907  -0.10589  7.37741
O  2.65467  0.32457  6.95567
O  1.26716  -1.25919  8.28219
F  0.99981  1.11301  8.41121
S  0.53445  -0.84922  5.34732
O  0.69188  -2.25806  5.77989
O  1.33380  -0.28594  4.28319
F  -0.94860  -0.81057  4.64881

- spin multiplicity = 2
- Kohn-Sham gap (spin up / spin down) (eV) = 6.9 / 1.5

***

Which molar mass belongs to each record? In order, 971.1; 915.9; 1868.0 g mol⁻¹.